No. 1
The following is a quantum chemistry calculation of one molecule with the formula C4H10N2O2 at a distorted geometry, from the OMol25 dataset.

XYZ file:
```
18
Properties=species:S:1:pos:R:3:forces:R:3
N -1.803 2.295 0.997 0.7 -1.0 -1.9
C -1.895 1.156 0.012 2.2 2.3 1.0
C -1.824 -0.225 0.643 -2.0 -0.6 -2.5
N -0.710 -0.899 -0.048 -0.4 0.6 -0.1
C 0.574 -0.542 0.436 2.0 -1.3 2.6
C 1.813 -0.660 -0.417 0.2 -0.7 -1.2
O 2.914 -0.771 0.039 -0.1 0.4 0.4
O 1.690 -0.799 -1.755 -0.1 0.2 -0.5
H -2.077 3.145 0.495 -0.2 -0.4 1.3
H -2.170 2.052 1.890 -0.8 0.6 0.3
H -1.005 1.302 -0.636 -0.4 -0.4 0.3
H -2.695 1.341 -0.644 -1.5 -0.3 -0.7
H -1.786 -0.111 1.726 0.4 -0.5 0.1
H -2.843 -0.723 0.343 2.1 0.4 0.9
H -0.800 -1.828 -0.422 -0.2 -0.1 0.6
H 0.673 0.451 0.911 -0.7 -0.2 -0.4
H 0.953 -1.243 1.285 -0.8 1.0 -0.8
H 0.814 -0.616 -2.120 -0.2 0.0 0.5
```
Forces are in eV/Å.

HOMO level in eV: -9.031
LUMO energy in Ha: 0.0253
Frontier orbital gap in eV: 9.72
SMILES: NCCNCC(=O)O
F_max in Eh/bohr: 0.0685
E_tot in eV: -11384.2508
Total charge: 0

=====

No. 2
The following is a quantum chemistry calculation of C20H27F6N10O4S2Zn as an isolated structure at a distorted geometry, from the OMol25 dataset.

XYZ file:
```
70
Properties=species:S:1:pos:R:3:forces:R:3
Zn -18.808 3.160 -7.921 -1.0 -1.6 0.3
C -15.454 4.925 -9.996 -0.3 0.6 0.9
F -15.102 5.206 -8.674 0.0 -0.7 -2.9
F -14.825 5.742 -10.896 -0.7 -1.1 1.6
F -15.137 3.651 -10.279 -0.2 1.1 0.4
S -17.387 5.214 -10.206 -0.6 -4.5 -0.5
O -17.528 6.547 -10.646 0.0 1.0 0.0
O -17.876 4.150 -11.080 0.9 1.2 1.2
N -18.025 4.818 -8.602 2.3 3.2 -4.6
S -17.868 6.193 -7.843 0.8 2.5 5.5
O -17.938 5.810 -6.437 -0.6 0.6 -1.2
O -16.738 7.120 -8.100 -2.5 -1.5 -0.7
C -19.551 7.187 -8.124 0.5 0.2 -0.1
F -19.500 8.353 -7.394 0.0 -1.5 -1.5
F -19.702 7.427 -9.471 -0.1 0.2 1.9
F -20.624 6.500 -7.701 1.1 0.4 -0.4
C -13.500 5.630 -13.940 -1.7 -0.9 -0.7
C -14.971 6.024 -14.061 2.6 0.6 0.7
N -16.058 6.379 -14.031 -0.5 -0.1 -0.2
H -12.907 6.014 -13.110 -0.6 0.4 0.0
H -12.962 5.754 -14.880 -0.2 0.3 0.0
H -13.620 4.555 -13.807 0.5 -0.2 0.2
C -14.196 8.787 -9.649 -1.9 1.2 0.1
C -13.176 7.832 -9.493 1.7 -1.0 0.2
N -12.385 7.010 -9.354 0.0 0.1 -0.1
H -15.124 8.215 -9.657 -0.3 0.2 -0.2
H -14.139 9.424 -10.532 0.2 -0.4 -0.2
H -14.286 9.479 -8.811 0.3 -0.2 0.2
C -19.724 4.242 -13.569 -0.7 0.1 0.3
C -21.028 4.512 -12.922 4.4 -0.7 -2.3
N -22.013 4.682 -12.423 -3.7 0.7 1.6
H -19.860 4.161 -14.648 0.0 -0.1 0.1
H -19.373 3.297 -13.155 0.3 0.2 -0.1
H -19.026 5.053 -13.360 0.0 -0.2 0.1
C -14.891 1.760 -7.299 -0.5 0.2 1.2
C -16.134 2.389 -6.886 -4.2 2.4 1.2
N -17.150 2.903 -6.523 4.6 -2.4 -1.4
H -14.924 0.847 -6.705 0.5 -0.4 -0.4
H -14.141 2.414 -6.854 0.5 -0.2 -0.5
H -14.782 1.584 -8.370 -0.1 0.1 0.2
C -20.692 3.885 -3.555 0.3 -0.5 -1.1
C -20.229 3.724 -4.948 0.6 -0.6 -2.2
N -19.885 3.564 -6.051 -0.9 0.5 2.6
H -20.270 3.085 -2.947 0.3 0.2 0.0
H -21.765 3.692 -3.570 -0.1 0.7 0.2
H -20.360 4.879 -3.255 -0.5 -0.1 0.3
C -17.691 10.161 -10.223 -0.9 0.3 -0.4
C -19.053 10.473 -10.648 -3.2 0.0 -1.0
N -20.160 10.721 -10.947 2.8 -0.6 0.7
H -17.788 9.642 -9.270 0.5 0.3 0.2
H -17.270 11.167 -10.220 0.8 -0.3 0.6
H -17.187 9.512 -10.940 -0.1 0.1 0.0
C -23.515 8.059 -6.844 -0.3 -0.3 0.2
C -22.699 7.343 -5.885 1.8 -1.7 2.7
N -22.138 6.725 -5.058 -1.4 1.6 -2.2
H -24.486 8.147 -6.356 -0.2 0.2 -0.2
H -23.631 7.429 -7.726 0.0 0.3 -0.1
H -23.141 9.044 -7.121 0.1 -0.3 0.0
C -22.416 8.318 -11.885 -0.2 1.2 0.7
C -22.894 8.837 -10.623 -0.7 0.1 2.0
N -23.222 9.205 -9.577 0.2 -0.2 -1.1
H -21.549 7.721 -11.603 -0.1 -0.3 -0.8
H -22.119 9.264 -12.337 0.4 -0.4 -0.8
H -23.259 7.869 -12.410 0.5 -0.4 -0.1
C -23.035 4.708 -9.798 -0.1 0.1 0.8
C -21.723 4.193 -9.278 -0.4 -0.3 -0.6
N -20.761 3.699 -8.872 -1.3 0.9 -0.5
H -23.635 5.043 -8.952 0.1 -0.1 0.3
H -23.624 3.952 -10.317 0.5 -0.3 0.1
H -23.008 5.546 -10.496 0.7 -0.2 0.2
```
Forces are in eV/Å.

HOMO level (alpha / beta) in eV: -5.187 / -10.438
LUMO energy (alpha / beta) in Ha: 0.0195 / 0.0112
Frontier orbital gap (alpha / beta) in eV: 5.72 / 10.74
F_max in Eh/bohr: 0.1185
E_tot in eV: -130655.8814
Multiplicity: 2
Total charge: 0

=====

No. 3
The following is a quantum chemistry calculation of CH2N4 as an isolated structure at a distorted geometry, from the OMol25 dataset.

XYZ file:
```
7
Properties=species:S:1:pos:R:3:forces:R:3
C 1.124 -0.068 0.016 0.6 -0.4 -0.7
N -2.050 0.062 0.057 1.4 0.8 -0.1
N -1.047 0.958 0.008 -0.8 2.4 0.2
N -1.324 -0.973 0.022 0.0 -2.8 -0.1
N -0.150 -0.074 -0.022 0.8 -1.2 0.1
H 1.965 -0.844 -0.136 -2.4 0.6 0.5
H 1.482 0.939 0.055 0.3 0.6 0.1
```
Forces are in eV/Å.

HOMO level (alpha / beta) in eV: -9.109 / -9.110
LUMO energy (alpha / beta) in Ha: -0.0400 / -0.0400
Frontier orbital gap (alpha / beta) in eV: 8.02 / 8.02
F_max in Eh/bohr: 0.0554
E_tot in eV: -7023.8947
Total charge: 0

=====

No. 4
The following is a quantum chemistry calculation of C2H8NO2P as an isolated structure at a distorted geometry, from the OMol25 dataset.

XYZ file:
```
14
Properties=species:S:1:pos:R:3:forces:R:3
C -0.984 1.301 -0.373 -0.9 1.6 0.5
C -0.391 0.004 -0.671 -0.8 -0.2 2.0
N 0.229 -0.146 -1.763 0.7 1.0 -2.7
O 1.170 -1.545 2.690 1.3 0.0 2.0
O 1.568 -0.235 0.604 1.6 0.4 -0.8
P 0.543 -1.048 1.273 0.1 -0.3 1.2
H -1.884 1.442 -1.003 0.2 -0.2 0.4
H -0.418 2.251 -0.439 0.4 -0.7 -0.6
H -1.275 1.325 0.673 -0.5 -0.1 0.1
H 0.290 -2.514 1.009 -0.4 2.1 -0.3
H 0.721 -0.986 -1.814 0.9 -1.6 -0.7
H 0.510 0.554 -2.488 -0.5 -0.4 1.1
H 1.680 -0.924 3.300 -1.2 -1.0 -1.7
H -0.336 -0.153 1.913 -1.0 -0.7 -0.5
```
Forces are in eV/Å.

HOMO level in eV: -8.212
LUMO energy in Ha: 0.0305
Frontier orbital gap in eV: 9.04
F_max in Eh/bohr: 0.0574
E_tot in eV: -17075.5605
Total charge: 0

=====

No. 5
The following is a quantum chemistry calculation of a 2-piece molecular cluster, C5H13N2O overall at a distorted geometry, from the OMol25 dataset.

XYZ file:
```
21
Properties=species:S:1:pos:R:3:forces:R:3
C 1.208 -0.629 -1.682 -1.1 -0.2 0.8
C 0.347 -0.506 -0.355 0.9 0.8 -3.1
C 1.083 0.146 0.774 -1.0 0.0 0.4
C 1.086 1.662 0.761 -0.4 0.1 1.1
N -0.230 2.416 0.784 -0.1 0.0 -0.6
N -0.410 -1.798 -0.315 -0.1 1.6 2.1
C -1.813 -1.435 -0.023 -0.5 -3.9 -5.9
O -2.493 -1.065 -1.058 0.6 0.6 2.3
H 1.893 -1.480 -1.561 -0.1 0.3 -0.2
H 0.465 -0.814 -2.481 0.5 -0.1 0.1
H 1.746 0.288 -1.891 0.3 0.2 0.0
H -0.424 0.237 -0.625 0.0 -0.3 -0.4
H 0.995 -0.316 1.745 0.3 -0.1 0.4
H -1.332 0.091 1.355 0.5 -0.9 -0.2
H 1.420 2.039 1.725 1.0 -0.5 0.1
H 1.732 2.144 0.011 -0.3 -0.2 -0.1
H -0.868 1.755 1.216 -0.2 0.2 0.0
H -0.602 2.596 -0.141 0.0 -0.2 -0.2
H -0.030 -2.385 0.427 -0.1 0.1 0.1
H -2.258 -2.317 0.468 -0.2 0.4 1.2
H -1.514 -0.630 0.867 -0.2 2.3 2.0
```
Forces are in eV/Å.

HOMO level in eV: -1.886
LUMO energy in Ha: 0.1293
Frontier orbital gap in eV: 5.40
F_max in Eh/bohr: 0.1378
E_tot in eV: -10418.1646
Total charge: -1

=====

No. 6
The following is a quantum chemistry calculation of one molecule with the formula C6H5ClIN3 at a distorted geometry, from the OMol25 dataset.

XYZ file:
```
16
Properties=species:S:1:pos:R:3:forces:R:3
Cl -3.125 1.140 0.241 0.4 -0.3 0.0
C -1.553 0.426 0.240 2.5 -0.5 -0.1
C -1.285 -0.860 -0.080 1.5 1.9 0.9
C 0.151 -1.367 0.013 1.1 4.1 0.3
I 0.693 -2.035 2.003 -0.1 0.2 -0.5
N 0.444 -2.300 -0.937 -1.3 -3.5 -0.7
N 1.110 -1.912 -1.879 0.6 -0.4 -0.7
N 1.519 -0.567 -1.725 0.7 1.6 0.0
C 1.109 -0.146 -0.612 -2.0 -3.5 1.4
C 1.062 1.109 0.065 -1.6 -0.9 1.3
C -0.344 1.359 0.657 -2.0 1.7 1.3
H -1.944 -1.577 -0.424 -1.7 -1.1 -0.5
H 1.745 1.187 0.874 0.8 -0.3 0.7
H 1.307 1.821 -0.597 0.8 2.9 -2.3
H -0.682 2.463 0.336 0.8 -2.4 1.2
H -0.205 1.259 1.825 -0.8 0.5 -2.2
```
Forces are in eV/Å.

HOMO level in eV: -9.769
LUMO energy in Ha: -0.0353
Frontier orbital gap in eV: 8.81
SMILES: ClC1=C[C@@]2(I)N=NN=C2CC1
F_max in Eh/bohr: 0.0834
E_tot in eV: -31392.8637
Total charge: 0